Entry 1:
Formula: C19H15MnN5O4SSe
Source: the Open Molecules 2025 dataset
Level of theory: wB97M-V/def2-TZVPD

```
! wB97M-V def2-TZVPD RIJCOSX def2/J DEFGRID3
* xyz 1 5
C -2.929 1.847 -1.006
H -2.986 0.684 2.697
C -3.288 -1.608 -1.349
H 1.822 0.523 2.764
C -1.794 -1.316 0.919
O 1.984 0.375 -0.700
Mn 0.375 0.249 -0.017
H -1.695 -0.481 -2.256
H -4.736 -2.615 -0.113
N -3.115 -2.658 4.598
C -0.566 -1.180 4.442
O -4.867 -0.644 2.826
N -0.481 2.186 -0.747
H -3.855 -1.685 -2.264
C -4.042 1.204 -0.470
N -1.349 -0.774 -0.242
O -5.008 -1.543 0.563
H -2.900 2.123 -2.054
H 3.473 -1.050 -0.879
N -4.561 -3.099 2.498
Se -4.675 -3.409 4.230
H -0.067 3.091 -0.531
H 1.219 -0.158 5.069
C -3.437 -2.464 2.297
H -0.463 2.147 -1.764
C -2.632 -2.223 3.462
C -0.963 -1.097 2.082
C -1.804 1.952 -0.209
C 3.307 0.016 -1.030
N 0.180 -0.379 1.903
S -5.272 -0.402 1.454
C -3.006 -1.989 0.997
C 0.589 -0.449 4.242
C 0.932 -0.061 2.958
C -1.368 -1.514 3.349
H -0.876 -1.486 5.433
H -0.960 1.805 1.753
C -3.776 -2.123 -0.165
C -2.947 1.024 1.669
H 4.015 0.586 -0.426
H 3.467 0.273 -2.078
O -6.524 0.269 1.252
H -4.909 0.995 -1.084
C -2.075 -0.939 -1.352
C -4.009 0.729 0.839
C -1.834 1.633 1.135
*
```

LUMO level (alpha / beta)   -6.051 / -4.350 eV
Strongest force on any atom   7.98 eV/A
ΔE to the lowest compared entry with this formula, charge and spin   415.70 kJ/mol

=====

Entry 2:
Formula: C32H48ClFN6O5P2S
Source: the Open Molecules 2025 dataset
Level of theory: wB97M-V/def2-TZVPD

```
! wB97M-V def2-TZVPD RIJCOSX def2/J DEFGRID3
* xyz 0 1
H -0.473 7.015 -5.456
H -1.248 -4.395 -0.236
H -4.188 2.071 -2.055
C 1.575 -3.424 -0.558
H -6.344 1.801 1.534
C -1.112 -0.497 1.272
O -1.907 5.364 -7.013
C 6.690 -0.624 3.845
C -1.383 -0.242 -1.529
H -0.301 -1.553 -4.159
C 1.080 -4.947 -0.289
C 3.344 -5.285 -4.394
C -5.461 2.404 2.063
C -2.010 0.535 -2.872
C -0.280 -1.481 -1.763
H 6.024 1.689 8.908
C -5.622 2.771 -6.294
N 6.269 -0.997 4.974
H -5.763 2.487 3.190
C 1.146 -1.030 3.429
H -2.285 4.964 -4.119
H -3.167 0.390 -2.984
C 0.120 0.067 3.675
H -1.113 -3.754 -4.190
N 3.181 0.570 7.616
H 7.209 -1.022 1.793
H 8.212 0.223 2.577
H -0.658 -3.980 -2.380
H -4.100 3.618 -7.562
H 6.545 0.605 2.082
H 1.224 1.228 6.776
C -0.472 -5.193 0.111
H -1.153 2.083 -5.236
N 3.490 0.524 4.427
H 3.824 -1.671 3.369
H 4.777 2.853 9.416
H -0.511 -5.429 1.278
H -5.412 3.432 1.501
H -3.396 1.833 2.811
C -1.320 -0.217 2.860
H -0.826 1.485 7.851
C 0.281 0.850 6.193
H -1.812 0.832 6.629
O 1.063 -3.570 2.614
H -2.135 2.807 -2.139
H -0.555 4.364 -3.619
H -5.434 2.423 -0.702
H -0.380 2.137 -2.752
H 0.203 -0.320 6.172
H -1.564 0.137 -3.887
C 0.465 -2.239 -0.470
O 0.206 6.307 -5.717
C 0.044 -1.690 1.011
H 2.200 -3.448 -1.575
C 7.197 -0.175 2.484
H 2.833 -1.597 5.570
H -5.103 2.373 -8.346
H 1.303 2.014 4.377
C 0.808 -2.295 2.376
H -4.368 0.328 2.113
H 3.391 -4.346 -3.835
C -5.115 3.220 -7.654
H -5.046 0.600 -1.074
S -0.727 4.887 -6.082
C 0.363 1.369 4.641
N 5.874 -5.954 -5.335
N -6.043 2.398 -5.165
P -3.115 1.687 0.319
C -1.857 0.266 0.000
C -0.210 -3.664 -3.414
C -1.541 2.142 -2.889
C 4.079 1.342 8.050
O -2.357 -0.397 3.651
P 2.872 -0.995 4.261
H 2.654 -5.165 -5.233
O 0.119 3.832 -6.865
C -1.396 4.275 -4.442
Cl 1.454 -6.134 -1.714
H 5.478 2.957 7.783
C -4.560 1.665 -0.995
F 1.679 -1.824 -3.461
C 0.201 -2.049 -3.229
H 0.717 -4.296 -3.759
C 5.161 2.272 8.574
H -2.965 2.573 -4.721
C 4.727 -5.650 -4.908
H 2.971 -6.074 -3.735
C -4.118 1.480 1.927
H -0.581 2.081 4.477
C -1.814 2.655 -4.457
H 2.400 -3.177 0.271
N -0.981 1.437 6.815
H -5.767 4.000 -8.057
H 3.675 0.679 5.444
H -0.812 -6.216 -0.404
H 1.734 -5.382 0.611
*
```

LUMO level   -1.553 eV
Strongest force on any atom   10.25 eV/A
SMILES   CCP(C)c1c(CCCCS(=O)(=O)O)c([C@H](C)F)c(C[C@@H](C)Cl)c2c1C(=O)C(CCN)=C([PH2]=N)C2=O.CC#N.CC#N.CC#N.CC#N

=====

Entry 3:
Formula: C4H4HoO5
Source: the Open Molecules 2025 dataset
Level of theory: wB97M-V/def2-TZVPD

```
! wB97M-V def2-TZVPD RIJCOSX def2/J DEFGRID3
* xyz 2 6
O -0.330 -0.865 0.596
H -2.196 -0.898 1.472
H -2.205 0.999 -0.887
O 1.554 -0.341 -2.348
C 0.305 0.260 0.376
C -1.863 0.826 0.138
O -0.498 1.284 0.228
H -2.467 1.404 0.843
Ho 4.053 -0.041 1.479
C 2.551 -0.394 -1.734
H -2.149 -1.324 -0.272
O 1.498 0.425 0.718
C -1.755 -0.657 0.499
O 3.504 -0.678 -1.108
*
```

LUMO level (alpha / beta)   -9.911 / -11.095 eV
Strongest force on any atom   4.01 eV/A
ΔE to the lowest compared entry with this formula, charge and spin   0.00 kJ/mol